{"formula": "C10H16N2O5", "method": "ωB97M-V/def2-TZVPD", "elements": ["C", "C", "C", "C", "C", "C", "C", "C", "C", "C", "H", "H", "H", "H", "H", "H", "H", "H", "H", "H", "H", "H", "H", "H", "H", "H", "N", "N", "O", "O", "O", "O", "O"], "coordinates": [[-1.310, -0.595, 0.496], [-0.384, 0.182, -0.391], [-1.862, -1.750, -0.292], [-0.976, -3.003, -0.627], [-0.538, -3.736, 0.618], [0.910, 2.332, -0.635], [-0.112, 2.753, -1.659], [2.313, 2.027, -1.056], [2.845, 1.479, 0.285], [1.637, 0.859, 0.988], [-1.766, 1.021, 1.646], [-2.901, -0.070, 1.749], [-0.531, -0.926, 1.211], [-2.707, -2.105, 0.367], [-2.244, -1.383, -1.219], [-0.057, -2.619, -1.149], [-1.519, -3.582, -1.400], [-1.301, -4.815, 2.086], [1.027, 3.305, 0.000], [2.112, 1.133, -1.752], [2.855, 2.895, -1.438], [3.199, 2.339, 0.847], [3.606, 0.772, 0.207], [1.447, 1.107, 2.009], [1.640, -0.278, 0.904], [-1.198, 2.801, -0.109], [-2.262, 0.358, 1.092], [0.346, 1.273, 0.264], [-0.282, 0.106, -1.620], [0.578, -3.617, 1.151], [-1.550, -4.345, 1.280], [0.218, 2.864, -2.848], [-1.231, 3.220, -1.007]], "forces_ev_per_angstrom": [[2.38, 0.28, 0.29], [1.36, 2.77, -3.01], [-1.67, -1.47, 1.71], [0.80, 1.41, -0.84], [2.00, 0.65, 2.38], [-1.09, 1.99, 1.20], [1.87, 0.99, -2.06], [-1.12, -3.02, -0.39], [-1.36, 1.58, 0.11], [-1.84, -2.45, -0.58], [0.63, 0.57, 0.18], [-0.09, -0.48, -0.20], [-0.59, -0.56, 0.49], [0.44, 0.08, -1.02], [-0.44, 0.24, -0.54], [-0.67, -0.53, 0.61], [0.18, -0.05, 0.87], [0.65, 0.29, -0.08], [-0.52, -1.52, -0.52], [1.18, 1.50, 0.30], [-0.14, -0.49, -0.27], [0.18, -0.03, 0.30], [1.39, -1.05, -0.26], [0.61, 0.25, 0.80], [0.40, 1.29, 0.34], [-0.15, 0.50, -0.84], [-0.43, -0.76, -0.58], [1.44, 0.03, -0.25], [-0.65, -0.65, 2.30], [-2.31, -0.44, -1.61], [-0.60, -0.06, -1.09], [-2.17, 0.14, 3.12], [0.32, -1.00, -0.85]], "homo_ha": -0.353, "smiles": "N[C@@H](CCC(=O)O)C(=O)N1CCC[C@H]1C(=O)O", "gap_ha": 0.368, "relative_energy_kj_mol": 232.3}


{"formula": "C10H16N3OS", "method": "ωB97M-V/def2-TZVPD", "elements": ["C", "C", "C", "C", "C", "C", "C", "C", "C", "C", "N", "N", "N", "O", "S", "H", "H", "H", "H", "H", "H", "H", "H", "H", "H", "H", "H", "H", "H", "H", "H"], "coordinates": [[-3.581, -0.616, 0.606], [-3.230, -1.898, 0.256], [-2.654, 0.504, 0.473], [-1.935, -2.195, -0.114], [-1.341, 0.129, 0.216], [-1.012, -1.174, -0.125], [1.098, -0.621, -1.555], [-0.731, 2.174, -0.766], [3.572, 0.779, 1.223], [0.968, -2.552, 0.023], [1.890, 0.230, -0.828], [-0.378, 1.186, 0.322], [0.339, -1.572, -0.559], [2.474, -1.567, 0.959], [3.190, -0.609, 0.064], [-4.618, -0.569, 0.895], [-3.977, -2.731, 0.350], [-2.855, 1.276, 1.115], [-1.624, -3.033, -0.672], [1.756, -1.316, -2.140], [0.169, -0.329, -2.068], [-1.783, 2.503, -0.748], [-0.005, 2.927, -0.551], [-0.372, 1.760, -1.675], [3.650, 0.179, 2.112], [4.405, 1.250, 0.912], [2.878, 1.590, 1.101], [0.356, -3.085, 0.753], [1.800, -3.046, -0.544], [1.160, 0.681, -0.282], [-0.598, 1.638, 1.269]], "forces_ev_per_angstrom": [[0.63, 1.06, -0.84], [-0.78, -1.50, 0.37], [-1.10, -6.05, 0.82], [-0.15, 1.47, -0.69], [-0.27, 0.77, 0.17], [1.38, -0.34, -0.35], [-0.64, -4.31, -0.53], [0.99, -0.04, 1.85], [-2.30, -1.97, -0.91], [-0.41, -0.36, -1.94], [1.73, 0.79, 0.05], [-1.41, 0.81, 0.97], [-0.23, 0.28, 0.27], [0.52, -0.35, 1.04], [-1.83, 1.94, -0.63], [-0.10, 0.93, 0.31], [0.75, 1.03, -0.28], [-0.56, 2.70, 0.61], [-0.05, -1.52, 0.09], [-0.96, 0.50, -0.07], [1.21, 1.14, -0.49], [0.62, -0.12, -0.22], [-0.07, 1.38, -0.15], [-0.39, -0.44, -1.08], [-0.06, 0.59, 0.78], [3.60, 0.95, -0.81], [-1.16, -0.24, 0.65], [0.83, 0.03, 0.29], [-0.98, 0.40, 0.89], [0.48, 1.08, 1.65], [0.73, -0.60, -1.81]], "homo_ha": -0.472, "charge": 1, "gap_ha": 0.349, "relative_energy_kj_mol": 291.6}


{"formula": "C10H16NO3", "method": "ωB97M-V/def2-TZVPD", "elements": ["N", "O", "O", "O", "C", "C", "C", "C", "C", "C", "C", "C", "C", "C", "H", "H", "H", "H", "H", "H", "H", "H", "H", "H", "H", "H", "H", "H", "H", "H"], "coordinates": [[-0.234, 0.449, 1.336], [-0.943, -0.583, 1.364], [-0.474, 1.394, 2.267], [0.662, 0.662, 0.517], [-4.057, 1.672, 2.117], [-3.222, 1.873, 3.331], [-2.047, 1.156, 3.478], [-1.077, 1.419, 4.658], [-1.960, 1.884, 5.746], [-2.526, 3.227, 5.202], [-3.739, 2.816, 4.404], [-2.039, 3.083, 6.621], [-3.068, 2.972, 7.722], [-0.735, 3.781, 6.938], [-4.926, 2.346, 2.138], [-3.492, 1.879, 1.183], [-4.471, 0.651, 2.043], [-2.081, 0.172, 3.006], [-0.561, 0.478, 4.880], [-0.381, 2.226, 4.442], [-2.658, 1.099, 6.059], [-1.865, 3.895, 4.639], [-4.209, 3.692, 3.965], [-4.461, 2.326, 5.081], [-3.246, 3.960, 8.166], [-4.029, 2.594, 7.347], [-2.717, 2.296, 8.516], [-0.954, 4.772, 7.354], [-0.165, 3.200, 7.683], [-0.126, 3.907, 6.034]], "forces_ev_per_angstrom": [[-0.48, -0.67, -0.42], [1.08, 1.53, -0.07], [-0.02, -0.26, -1.21], [-1.34, -0.12, 1.53], [-0.57, 0.21, -0.54], [-1.02, 0.61, -0.34], [2.18, -0.67, 0.38], [0.12, -1.06, 0.09], [-0.04, 0.35, -0.04], [-0.59, -0.43, 0.43], [0.29, 0.88, 0.73], [-0.02, -0.24, 0.14], [0.20, 0.04, 0.41], [-0.28, 0.31, 0.29], [0.27, -0.14, -0.05], [-0.21, -0.24, 0.54], [0.39, 0.21, 0.05], [0.15, 0.03, 0.33], [0.24, 0.22, -0.19], [0.25, -0.40, -0.44], [-0.39, 0.53, -0.38], [0.14, -0.78, -0.12], [-0.42, -0.08, -0.36], [-0.01, -0.02, -0.54], [-0.01, -0.18, -0.05], [0.28, 0.04, 0.06], [-0.13, 0.19, -0.15], [0.24, -0.06, -0.05], [-0.20, 0.24, -0.29], [-0.08, -0.05, 0.27]], "homo_ha": [-0.338, -0.337], "s_squared": 0.764, "gap_ha": [0.356, 0.256], "relative_energy_kj_mol": 513.3, "spin_multiplicity": 2}


{"formula": "C10H16NOP", "method": "ωB97M-V/def2-TZVPD", "elements": ["C", "C", "C", "C", "C", "C", "C", "C", "C", "C", "N", "O", "P", "H", "H", "H", "H", "H", "H", "H", "H", "H", "H", "H", "H", "H", "H", "H", "H"], "coordinates": [[-1.143, -2.442, -0.379], [-0.219, -1.400, -0.594], [-0.969, -2.836, 0.952], [0.342, -1.151, 0.619], [-1.457, -4.106, 2.807], [1.256, 3.419, 1.991], [-2.156, -2.926, -1.365], [0.107, -0.661, -1.842], [-0.798, 2.568, 0.160], [2.114, 2.380, -0.656], [-1.707, -3.742, 1.564], [0.076, -2.107, 1.508], [0.928, 2.278, 0.798], [-2.094, -4.851, 3.081], [-0.583, -3.728, 3.325], [0.499, 3.826, 2.607], [2.255, 3.658, 2.238], [-2.204, -2.477, -2.379], [-2.094, -4.029, -1.534], [-3.174, -2.868, -0.780], [-0.347, 0.312, -1.946], [1.107, -0.496, -1.914], [-0.303, -1.285, -2.735], [-0.948, 2.386, -0.987], [-1.519, 1.864, 0.715], [-1.073, 3.562, 0.447], [3.068, 2.495, -0.272], [2.116, 1.390, -1.142], [1.966, 3.360, -1.184]], "forces_ev_per_angstrom": [[0.25, -0.22, 0.63], [0.48, 1.39, 0.00], [0.37, 0.97, -2.99], [0.80, -0.53, -0.10], [0.88, 2.10, -3.92], [-0.01, 0.16, -0.78], [-2.21, -1.49, 1.22], [-3.65, -1.66, -1.53], [-0.88, -1.85, -0.68], [-1.87, 0.71, 0.31], [0.10, -1.41, 3.33], [-0.95, 0.49, 0.59], [-0.23, -1.27, -1.10], [-1.36, -1.91, 1.68], [-0.19, -0.09, 0.41], [-0.71, 0.21, 0.50], [0.92, 0.09, 0.28], [0.13, 0.20, 1.02], [0.29, 0.75, 0.15], [1.54, 0.20, -1.54], [-0.50, 0.34, 0.20], [2.98, 0.11, -0.49], [1.05, 1.11, 1.31], [0.52, 0.42, 2.22], [1.15, 0.89, -0.91], [-0.25, 0.71, -0.20], [2.03, 0.05, 1.15], [-0.37, 0.90, -0.46], [-0.30, -1.38, -0.30]], "homo_ha": [-0.246, -0.282], "gap_ha": [0.214, 0.279], "relative_energy_kj_mol": 825.0}


The records above give, respectively, total energy values of -23846.5310; -27972.1423; -18254.0133; -23448.8797 eV.